Entry 1:
C5H6O in the gas phase. Source: OMol25; level of theory: ωB97M-V/def2-TZVPD.

Structure (XYZ):
```
12
Properties=species:S:1:pos:R:3
O -0.65 -1.26 -1.00
C 0.65 -1.18 -1.16
H -0.52 2.34 0.49
H 0.42 1.24 -0.54
C -0.92 0.28 0.87
C -1.19 -0.85 0.22
H 0.86 1.46 1.16
H 2.89 -1.10 -1.53
C 0.01 1.38 0.46
H -1.45 0.40 1.81
H -1.93 -1.57 0.56
C 1.83 -1.14 -1.36
```

The spin multiplicity is 1. As for the HOMO energy: -9.13 eV. The calculation puts the energy above the lowest of the compared OMol25 structures with the same formula, charge and spin at 3.0323 eV. As for the SMILES: C#CO/C=C\C. The value obtained for the HOMO-LUMO gap is 10.122 eV.


Entry 2:
A molecular structure, C29H32BiF4N7O3S in a non-equilibrium geometry. Source: OMol25; level of theory: ωB97M-V/def2-TZVPD.

Structure (XYZ):
```
77
Properties=species:S:1:pos:R:3
O -2.10 3.88 5.88
H 2.63 -1.76 -4.75
S -0.78 3.52 6.40
N 2.23 1.58 -1.25
F -2.42 -1.38 0.01
H 0.56 -0.26 -5.02
C 2.06 1.63 -2.55
H 1.32 -4.03 -3.88
H -4.01 3.48 4.11
O -0.90 2.65 7.55
O 0.16 4.61 6.49
C 0.02 2.50 5.18
H 2.17 0.53 -5.07
F -3.96 -3.06 1.43
H -2.00 1.12 -6.00
H 3.10 -0.89 -3.33
H -4.26 0.85 0.70
H 2.99 2.56 -4.12
N -0.05 0.45 -2.45
F 1.45 -3.02 2.28
C 3.41 2.29 -1.02
H -5.44 1.57 3.00
N 1.72 0.15 2.22
H -0.52 -3.63 -5.40
H 2.64 0.57 1.96
N 3.04 2.34 -3.17
H 0.32 -0.78 4.28
C -1.93 0.88 -4.06
C 0.41 0.31 4.28
H -2.05 2.41 0.40
C 1.14 2.33 3.06
H 1.96 -3.43 0.18
H -1.95 4.08 2.52
C 1.07 0.94 3.21
C -3.78 3.07 3.18
C 3.90 2.77 -2.17
C -2.67 3.29 2.38
H 0.47 1.81 -3.92
C 0.97 1.00 -3.36
N -1.36 1.24 -5.16
H -1.99 -0.29 -2.31
H 0.86 -4.11 -0.93
H 3.84 2.37 -0.02
C -0.72 -3.76 2.96
C -0.44 -2.57 0.83
C -2.10 -3.90 2.70
C 2.19 -2.63 -1.83
C -2.74 2.41 1.24
H 2.90 -1.86 -1.43
H 1.80 -0.84 2.47
C -0.13 1.11 5.30
Bi 0.40 0.11 -0.26
C -0.11 -2.75 -4.92
N 1.45 -2.16 -3.00
N 0.26 -2.24 -0.30
H -0.69 0.73 6.18
F -0.26 -4.16 4.17
C -4.56 2.08 2.56
H -3.03 0.92 -3.79
C -3.93 1.69 1.34
C 0.06 -3.17 2.01
H 4.81 3.37 -2.35
H 1.58 2.73 2.15
H -1.00 -2.11 -4.71
C 1.44 0.01 -4.38
H 0.48 -2.26 -5.68
C 2.23 -1.28 -3.87
H -0.12 -3.50 -2.92
H 2.91 -3.50 -2.01
H -2.69 -4.53 3.34
C -1.85 -2.33 0.86
H 0.82 4.20 4.05
C 0.63 -3.17 -3.65
C 0.67 3.13 4.09
C 1.36 -3.15 -0.68
C -1.27 0.34 -2.86
C -2.62 -3.15 1.63
```

The spin multiplicity is 1. As for the HOMO energy (spin up / spin down): -6.99 / -6.99 eV. The calculation puts the energy above the lowest of the compared OMol25 structures with the same formula, charge and spin at 2.8412 eV. The value obtained for the HOMO-LUMO gap (spin up / spin down) is 4.181 / 4.148 eV.